## w
Entry from OMol25: the ion C4H11N2 with charge +1 (ωB97M-V/def2-TZVPD).

Geometry as XYZ:
```
17
C4H11N2, DFT ωB97M-V/def2-TZVPD
C -0.86333 1.36754 0.53511
C -0.17370 0.81889 -0.43678
N -0.54474 1.29455 -1.80477
C 0.84506 -0.25700 -0.31258
C 0.32493 -1.47067 0.50555
N 0.63412 -1.34347 1.92613
H -0.74836 1.18578 1.59279
H -1.71043 2.03620 0.36928
H -0.95395 2.21980 -1.82563
H -1.25686 0.70080 -2.25251
H 0.26273 1.27662 -2.43476
H 1.30805 -0.59087 -1.23660
H 1.71295 0.17534 0.18555
H -0.74532 -1.49328 0.34627
H 0.74490 -2.39176 0.12109
H -0.17830 -1.53201 2.49675
H 1.34224 -1.99647 2.22510
```

## Properties
net charge	+1
HOMO-LUMO gap	9.2	eV
SMILES	C=C([NH3+])CCN

=====

## x
Entry from OMol25: a cluster of 2 separate species, C4H11N2 in total (ωB97M-V/def2-TZVPD).

Geometry as XYZ:
```
17
C4H11N2, DFT ωB97M-V/def2-TZVPD
C -0.79511 0.48771 1.19025
C -1.66115 -0.98003 -0.56786
C 0.87859 1.60963 -0.63028
C 1.60816 -1.14892 0.26603
N -1.20414 0.27134 -0.19389
N 0.10498 0.63974 0.03856
H -1.37209 1.20289 1.76158
H -0.65797 -0.52238 1.64564
H -1.49230 -0.97174 -1.56915
H -1.07794 -1.79417 0.00489
H -2.71404 -0.90422 -0.27671
H 1.76576 2.09825 -0.03824
H 1.30976 1.29336 -1.53369
H 0.28904 2.47777 -0.95658
H 1.11916 -1.75248 -0.51036
H 2.32862 -0.43502 0.10908
H 1.57068 -1.57174 1.26072
```

## Properties
net charge	+1
HOMO-LUMO gap (spin up / spin down)	8.3 / 8.2	eV

=====

Going by the energies, w is most stable and the next is 5.123 eV up.

=====

## w
Entry from OMol25: the ion C4H11N2 with charge +1 (ωB97M-V/def2-TZVPD).

Geometry as XYZ:
```
17
C4H11N2, DFT ωB97M-V/def2-TZVPD
C 1.82030 1.73282 0.01297
C 0.93312 0.76262 -0.05007
N 1.30664 -0.67909 -0.02071
C -0.61438 0.86864 -0.00183
C -1.28737 -0.34038 0.58830
N -1.26305 -1.57737 -0.40047
H 2.82315 1.64247 0.00521
H 1.56533 2.77749 -0.23645
H 1.64071 -0.83739 0.87899
H 1.92112 -0.87386 -0.83934
H -0.99620 1.16673 -0.93542
H -0.75165 1.78525 0.62718
H -0.85537 -0.73339 1.54635
H -2.37819 -0.21670 0.67996
H -0.64656 -2.35362 -0.24198
H -2.20984 -1.89081 -0.29611
H -1.00777 -1.23342 -1.31660
```

## Properties
net charge	+1
HOMO-LUMO gap	10.2	eV
SMILES	C=C(N)CC[NH3+]

=====

## x
Entry from OMol25: a structure of composition C4H11N2 (ωB97M-V/def2-TZVPD).

Geometry as XYZ:
```
17
C4H11N2, DFT ωB97M-V/def2-TZVPD
C 0.19900 -1.49076 1.29899
C -0.13377 0.06134 1.25729
C -1.22632 -0.03852 -0.32445
N -0.20211 0.81026 0.05320
H 0.85123 -1.61825 2.14903
H -0.67706 -2.08300 1.39825
H 0.73125 -1.73775 0.38470
H 0.76244 0.38460 1.81660
H -0.94561 0.30487 1.95396
H -1.16345 -1.04508 -0.86995
H -2.23871 0.28194 -0.04494
C 0.86428 0.72243 -0.89434
N 0.45582 1.38267 -2.09883
H 1.21192 -0.29556 -1.17583
H 1.76016 1.20036 -0.47741
H 0.06471 2.29697 -1.90408
H -0.31376 0.86347 -2.52218
```

## Properties
net charge	+1
HOMO-LUMO gap	7.5	eV

=====

## y
Entry from OMol25: a cluster of 2 separate species, C4H11N2 in total (ωB97M-V/def2-TZVPD).

Geometry as XYZ:
```
17
C4H11N2, DFT ωB97M-V/def2-TZVPD
C 0.36027 1.22910 -2.43165
C 0.04010 1.05205 -1.03438
C -0.54820 -0.08460 -0.54289
C -1.04028 -0.28742 0.75261
N -1.30496 -1.56102 1.07447
N 1.77695 -0.38053 2.08085
H -0.24927 2.00741 -2.91006
H 1.36079 1.65062 -2.60974
H -0.17831 1.92146 -0.41300
H 0.97191 -0.84805 1.73424
H -0.48183 -0.96513 -1.18114
H -1.62958 0.47088 1.26224
H -1.94090 -1.76567 1.84253
H -1.44494 -2.18021 0.28690
H 2.51162 -0.97642 2.43941
H 0.26363 0.33846 -3.05076
H 1.53299 0.37908 2.70037
```

## Properties
net charge	+1
HOMO-LUMO gap	7.1	eV

=====

Going by the energies, w is most stable and the next is 0.216 eV up.

=====

## w
Entry from OMol25: the ion C4H11N2 with charge +1 (ωB97M-V/def2-TZVPD).

Geometry as XYZ:
```
17
C4H11N2, DFT ωB97M-V/def2-TZVPD
C -0.06457 1.81734 0.28935
C 0.30883 0.84558 -0.74212
N -0.55156 0.89409 -1.85720
C 1.16951 -0.31848 -0.26950
C 0.27673 -1.51124 0.28687
N -0.77952 -0.84638 1.14049
H -1.13646 2.32145 0.37523
H 0.57557 2.15991 1.09225
H -0.23836 0.90745 -2.75041
H -1.28257 0.09974 -1.73766
H 2.03361 -0.48108 -1.03098
H 1.80516 0.00182 0.65336
H 0.89525 -2.20494 0.95515
H -0.15303 -1.89824 -0.61719
H -1.28571 -0.07644 0.65356
H -0.15981 -0.30764 1.73583
H -1.41308 -1.40295 1.82297
```

## Properties
net charge	+1
HOMO-LUMO gap	9.5	eV
SMILES	C=C(N)CC[NH3+]

=====

## x
Entry from OMol25: a cluster of 2 separate species, C4H11N2 in total (ωB97M-V/def2-TZVPD).

Geometry as XYZ:
```
17
C4H11N2, DFT ωB97M-V/def2-TZVPD
C 2.17995 0.35119 1.34043
N 1.32181 -0.66022 1.44761
H 1.90535 1.33974 0.94925
H 2.84861 0.44951 2.19192
H 2.40331 -0.45477 0.48693
H 0.80018 -0.92251 0.56264
C -1.52310 0.48532 0.72926
C -0.86082 0.61485 -0.65484
C -0.55683 -1.22867 -2.08729
N -0.21200 -0.63883 -1.02706
H -1.70079 1.47611 1.14271
H -2.47224 -0.02889 0.60993
H -0.90770 -0.09130 1.42684
H -0.13311 1.42791 -0.67322
H -1.66508 0.86845 -1.35265
H -1.24310 -0.76295 -2.79443
H -0.18445 -2.22493 -2.29805
```

## Properties
net charge	+1
HOMO-LUMO gap	6.8	eV

=====

Going by the energies, w is most stable and the next is 2.451 eV up.